[1]
# C4H9N3O

The molecule C4H9N3O (ωB97M-V with the def2-TZVPD basis set, OMol25).

HOMO energy: -7.79 eV
Energy above the lowest of the compared OMol25 structures with the same formula, charge and spin: 94.4 kcal/mol
Frontier orbital gap: 8.727 eV
Net charge: 0
SMILES string: C=CN/C(=N/N)OC
Strongest force on any atom: 0.086 Eh/bohr

Positions of all 17 atoms, in Å:
C: 0.66 1.33 2.07
C: -0.37 1.69 1.34
N: -0.72 1.01 0.12
C: -0.03 -0.01 -0.54
N: 0.30 0.16 -1.77
N: 0.77 -0.93 -2.46
O: 0.21 -1.19 0.11
C: -0.85 -1.59 1.01
H: 1.54 0.71 1.81
H: 0.91 2.15 2.81
H: -0.99 2.64 1.53
H: -1.29 1.65 -0.53
H: 1.77 -0.85 -2.99
H: 0.80 -1.82 -1.76
H: -0.68 -2.71 1.33
H: -0.90 -0.96 1.96
H: -1.80 -1.44 0.48

Atomic partial charges in e from the Löwdin method, atoms 1 to 8: -0.041 -0.219 0.024 -0.476 -0.023 -0.080 -0.116 -0.072

---

[2]
# C42H68F6NO13S3

A 4-piece molecular cluster, C42H68F6NO13S3 overall (ωB97M-V with the def2-TZVPD basis set, OMol25).

HOMO energy: -11.52 eV
Frontier orbital gap: 6.872 eV
Net charge: +1
Strongest force on any atom: 0.107 Eh/bohr

Positions of all 133 atoms, in Å:
C: 2.94 2.70 1.31
C: 1.72 3.75 1.42
O: 0.85 3.56 2.57
C: 0.21 2.30 2.57
C: -0.87 1.92 1.51
C: -1.39 2.88 0.35
O: -2.04 3.94 0.52
O: -1.10 2.50 -1.00
C: -1.50 0.50 1.60
C: -1.05 -0.46 2.76
C: -1.75 -1.92 2.76
C: -1.23 -2.76 1.51
C: 0.24 -3.39 1.71
C: 1.30 -2.60 0.77
C: 2.74 -3.32 0.67
C: 3.95 -2.33 1.13
C: 5.41 -2.97 0.92
C: 5.60 -4.43 1.58
C: 5.99 -4.35 3.16
C: 6.45 -5.78 3.74
C: 5.51 -7.01 3.31
O: 4.09 -6.72 3.32
C: 3.45 -7.12 4.56
N: -0.06 -0.06 3.76
C: 0.31 -0.99 4.89
C: -0.59 -0.51 6.17
C: -2.03 -1.22 6.22
C: -3.01 -0.51 7.32
C: -1.92 -2.77 6.61
C: 0.57 1.25 3.68
C: 1.70 1.74 4.73
O: 1.34 2.66 5.51
C: 3.18 1.11 4.69
F: 4.03 2.14 4.14
F: 3.15 0.03 3.77
C: 3.80 0.75 6.13
F: 4.81 1.70 6.44
F: 2.85 0.84 7.20
C: 4.47 -0.70 6.24
F: 3.55 -1.78 6.02
F: 4.89 -0.84 7.62
C: 5.78 -0.92 5.36
O: 5.99 -0.46 4.22
O: 6.79 -1.77 5.92
H: 3.04 2.38 0.20
H: 2.80 1.73 1.91
H: 3.90 3.20 1.67
H: 2.20 4.79 1.55
H: 1.12 3.80 0.45
H: -1.98 2.21 -1.36
H: -2.28 0.18 0.83
H: -1.69 -2.46 3.77
H: -2.88 -1.70 2.59
H: -1.26 -2.12 0.54
H: -1.94 -3.65 1.29
H: 0.24 -4.49 1.37
H: 0.54 -3.39 2.82
H: 0.84 -2.58 -0.29
H: 1.42 -1.51 1.16
H: 2.92 -3.55 -0.43
H: 2.77 -4.31 1.24
H: 3.90 -1.38 0.49
H: 3.82 -2.01 2.22
H: 6.17 -2.28 1.46
H: 5.74 -3.04 -0.18
H: 6.53 -4.90 1.07
H: 4.73 -5.15 1.37
H: 6.85 -3.62 3.35
H: 5.07 -3.96 3.73
H: 6.53 -5.70 4.88
H: 7.51 -6.02 3.35
H: 5.73 -7.94 3.96
H: 5.81 -7.32 2.24
H: 2.64 -7.90 4.35
H: 4.18 -7.46 5.37
H: 2.93 -6.17 4.98
H: 0.16 -2.09 4.63
H: 1.40 -0.87 5.23
H: 0.03 -0.78 7.11
H: -0.70 0.63 6.13
H: -2.54 -1.02 5.21
H: -2.69 -0.73 8.40
H: -4.09 -0.92 7.19
H: -3.07 0.62 7.09
H: -1.90 -2.89 7.76
H: -0.96 -3.28 6.23
H: -2.86 -3.31 6.25
H: 6.49 -2.71 5.90
C: -1.97 5.68 -4.47
C: -2.86 5.01 -5.52
C: -2.65 3.50 -5.42
S: -2.18 3.18 -3.72
O: -0.82 2.69 -3.70
O: -3.27 2.48 -3.05
C: -2.18 4.88 -3.19
H: -2.22 6.73 -4.34
H: -0.92 5.61 -4.78
H: -3.91 5.25 -5.32
H: -2.64 5.37 -6.53
H: -3.56 2.95 -5.66
H: -1.83 3.17 -6.06
H: -1.40 5.04 -2.45
H: -3.16 5.10 -2.75
C: -3.00 -2.18 -6.67
C: -3.43 -1.25 -5.53
C: -2.53 -0.02 -5.57
S: -2.03 0.18 -7.27
O: -0.60 -0.03 -7.36
O: -2.67 1.35 -7.83
C: -2.85 -1.28 -7.89
H: -3.72 -2.98 -6.84
H: -2.03 -2.63 -6.43
H: -4.47 -0.96 -5.68
H: -3.37 -1.75 -4.56
H: -3.07 0.88 -5.24
H: -1.64 -0.15 -4.96
H: -2.26 -1.73 -8.69
H: -3.83 -0.97 -8.27
C: -5.16 4.68 -9.53
C: -6.65 4.46 -9.27
C: -7.04 5.28 -8.05
S: -5.91 6.67 -8.00
O: -5.08 6.56 -6.83
O: -6.64 7.88 -8.32
C: -4.95 6.19 -9.42
H: -4.86 4.30 -10.50
H: -4.57 4.17 -8.76
H: -7.23 4.79 -10.14
H: -6.88 3.40 -9.12
H: -8.07 5.65 -8.12
H: -6.91 4.72 -7.12
H: -3.91 6.46 -9.28
H: -5.36 6.70 -10.30

Atomic partial charges in e from the Löwdin method, atoms 1 to 8: -0.058 -0.179 -0.080 -0.056 0.079 -0.354 0.118 0.006

---

[3]
# C4H6N2S

The molecule C4H6N2S (ωB97M-V with the def2-TZVPD basis set, OMol25).

Multiplicity: 3
HOMO energy (spin up / spin down): -7.00 / -9.20 eV
Energy above the lowest of the compared OMol25 structures with the same formula, charge and spin: 26.0 kcal/mol
Frontier orbital gap (spin up / spin down): 7.810 / 5.426 eV
Net charge: 0
Strongest force on any atom: 0.143 Eh/bohr

Positions of all 13 atoms, in Å:
C: 3.12 0.19 0.01
C: -0.39 -0.67 0.36
C: 0.92 -0.13 -0.14
C: -1.54 -0.18 -0.47
N: 4.17 0.44 -0.43
N: 1.99 -0.16 0.52
S: -2.13 1.55 -0.01
H: -0.50 -1.81 0.31
H: -0.54 -0.32 1.33
H: 0.95 0.59 -0.99
H: -2.09 1.16 1.22
H: -1.41 -0.09 -1.57
H: -2.55 -0.57 -0.16

Atomic partial charges in e from the Löwdin method, atoms 1 to 8: -0.305 -0.266 -0.207 -0.536 0.195 0.143 0.661 0.138

---

[4]
# C4H10N2O2

C4H10N2O2 as an isolated structure (ωB97M-V with the def2-TZVPD basis set, OMol25).

HOMO energy: -8.18 eV
Energy above the lowest of the compared OMol25 structures with the same formula, charge and spin: 182.1 kcal/mol
Frontier orbital gap: 8.986 eV
Net charge: 0
Strongest force on any atom: 0.065 Eh/bohr

Positions of all 18 atoms, in Å:
C: -0.69 0.51 0.32
C: -1.49 1.16 -0.81
N: 1.62 -0.13 -0.07
C: -0.14 -0.78 0.01
N: -1.35 0.64 1.62
C: -0.36 -2.07 0.05
O: 2.78 -0.85 0.31
O: 1.89 0.49 -1.32
H: 1.99 -0.25 -1.94
H: 3.48 -0.18 0.33
H: 0.43 1.00 0.37
H: -1.32 1.61 1.92
H: -0.86 0.10 2.32
H: -0.92 1.16 -1.74
H: -1.71 2.20 -0.55
H: -2.43 0.64 -0.97
H: 0.44 -2.80 -0.09
H: -1.36 -2.45 0.24

Atomic partial charges in e from the Löwdin method, atoms 1 to 8: -0.485 -0.056 -0.226 -0.097 0.044 0.073 -0.058 -0.059

---

[5]
# C29H30AsHgO2PS

C29H30AsHgO2PS as an isolated structure (ωB97M-V with the def2-TZVPD basis set, OMol25).

Multiplicity: 2
HOMO energy (spin up / spin down): -10.55 / -10.56 eV
Energy above the lowest of the compared OMol25 structures with the same formula, charge and spin: 0.8 kcal/mol
Frontier orbital gap (spin up / spin down): 8.094 / 4.677 eV
Net charge: +1
Strongest force on any atom: 0.032 Eh/bohr

Positions of all 65 atoms, in Å:
Hg: -0.21 2.23 -3.79
C: 4.74 1.98 -2.54
S: 2.96 2.29 -2.84
C: 3.03 4.10 -2.55
O: 2.21 1.72 -1.70
H: 5.05 2.39 -1.58
H: 5.29 2.44 -3.35
H: 4.90 0.91 -2.55
H: 3.49 4.58 -3.41
H: 3.58 4.32 -1.64
H: 2.01 4.46 -2.45
O: -0.56 -0.09 -6.17
C: 0.03 0.00 -5.21
C: -0.66 1.44 -0.08
C: -0.96 0.65 1.17
As: 0.32 1.14 2.67
C: 1.93 0.38 1.85
C: 2.99 1.21 1.54
C: 4.12 0.71 0.91
C: 4.18 -0.64 0.58
C: 3.13 -1.48 0.91
C: 2.01 -0.98 1.55
C: -0.10 -0.32 3.91
C: -1.42 -0.67 4.20
C: -1.69 -1.65 5.14
C: -0.66 -2.28 5.81
C: 0.65 -1.91 5.56
C: 0.93 -0.93 4.63
P: -1.72 0.86 -1.49
C: -1.13 -0.76 -2.01
C: 0.09 -1.30 -1.63
C: 0.48 -2.54 -2.12
C: -0.33 -3.22 -3.01
C: -1.53 -2.66 -3.44
C: -1.93 -1.44 -2.94
C: -3.40 0.51 -0.84
C: -4.40 1.44 -1.10
C: -5.69 1.21 -0.65
C: -5.98 0.05 0.04
C: -4.99 -0.89 0.28
C: -3.70 -0.67 -0.17
H: 0.38 1.36 -0.43
H: -0.87 2.50 0.06
H: -0.88 -0.42 1.01
H: -1.97 0.88 1.52
H: 2.93 2.27 1.79
H: 4.95 1.36 0.68
H: 5.06 -1.03 0.09
H: 3.19 -2.53 0.68
H: 1.20 -1.64 1.82
H: -2.23 -0.17 3.69
H: -2.72 -1.92 5.35
H: -0.88 -3.05 6.54
H: 1.46 -2.39 6.10
H: 1.96 -0.63 4.44
H: 0.74 -0.77 -0.94
H: 1.41 -2.96 -1.80
H: -0.02 -4.18 -3.40
H: -2.14 -3.18 -4.16
H: -2.86 -0.99 -3.25
H: -4.16 2.34 -1.65
H: -6.47 1.93 -0.86
H: -6.99 -0.14 0.38
H: -5.22 -1.80 0.82
H: -2.93 -1.41 0.01

Atomic partial charges in e from the Löwdin method, atoms 1 to 8: 0.696 -0.230 0.707 -0.242 -0.626 0.045 0.055 0.050

---

[6]
# C36H47N7O3S3W

C36H47N7O3S3W as an isolated structure (ωB97M-V with the def2-TZVPD basis set, OMol25).

Multiplicity: 3
HOMO energy (spin up / spin down): -12.75 / -12.81 eV
Energy above the lowest of the compared OMol25 structures with the same formula, charge and spin: 8.8 kcal/mol
Frontier orbital gap (spin up / spin down): 7.374 / 6.589 eV
Net charge: +2
Strongest force on any atom: 0.009 Eh/bohr

Positions of all 97 atoms, in Å:
W: 0.32 -0.21 0.07
C: -1.39 -3.16 -2.84
C: -1.03 -2.30 -1.67
N: -0.41 -1.15 -1.75
O: -0.05 -0.61 -2.97
C: -1.35 -2.73 -0.33
C: -2.08 -3.97 0.04
N: -0.94 -1.91 0.60
O: -1.20 -2.13 1.84
H: -1.14 -2.74 -3.81
H: -2.46 -3.37 -2.83
H: -0.87 -4.11 -2.76
H: -0.59 -1.02 -3.66
H: -2.38 -4.55 -0.83
H: -2.97 -3.72 0.62
H: -1.45 -4.59 0.68
O: 2.02 0.36 -0.91
N: 2.36 1.59 -1.30
C: 3.55 1.73 -1.92
C: 3.95 2.96 -2.35
C: 3.11 4.06 -2.13
C: 1.90 3.88 -1.51
C: 1.51 2.61 -1.08
S: 0.04 2.23 -0.29
H: 4.11 0.81 -2.04
H: 4.91 3.07 -2.84
H: 3.41 5.04 -2.46
H: 1.23 4.71 -1.33
C: 3.74 2.41 5.85
C: 2.67 1.31 5.91
C: 3.31 0.00 6.40
C: 1.58 1.73 6.89
C: 2.12 1.07 4.51
C: 2.99 0.78 3.46
C: 2.49 0.48 2.22
N: 1.17 0.47 1.96
C: 0.32 0.82 2.94
C: 0.77 1.11 4.22
C: -1.10 0.88 2.53
C: -2.12 1.31 3.35
C: -3.43 1.39 2.89
C: -3.65 1.00 1.57
C: -2.60 0.58 0.79
N: -1.35 0.52 1.26
C: -4.54 1.86 3.82
C: -5.88 1.98 3.09
C: -4.68 0.82 4.95
C: -4.17 3.23 4.41
H: 4.08 2.65 6.86
H: 3.34 3.33 5.41
H: 4.62 2.11 5.28
H: 3.75 0.15 7.38
H: 4.10 -0.34 5.73
H: 2.56 -0.79 6.48
H: 2.03 1.89 7.88
H: 0.82 0.96 7.01
H: 1.10 2.67 6.60
H: 4.06 0.76 3.60
H: 3.13 0.22 1.38
H: 0.06 1.37 4.98
H: -1.89 1.60 4.37
H: -4.64 1.03 1.13
H: -2.74 0.29 -0.24
H: -6.24 1.01 2.73
H: -5.82 2.67 2.25
H: -6.63 2.36 3.78
H: -4.91 -0.17 4.56
H: -5.48 1.12 5.62
H: -3.76 0.75 5.54
H: -4.01 3.97 3.62
H: -3.27 3.18 5.02
H: -4.98 3.58 5.05
N: 1.37 -2.36 2.57
C: 2.05 -2.52 1.44
N: 1.78 -1.93 0.27
C: 2.68 -2.39 -0.73
C: 2.66 -2.10 -2.09
C: 3.64 -2.65 -2.91
C: 4.64 -3.48 -2.40
C: 4.65 -3.79 -1.06
C: 3.67 -3.25 -0.25
S: 3.45 -3.55 1.45
H: 0.36 -2.14 2.51
H: 1.64 -2.94 3.35
H: 1.91 -1.46 -2.52
H: 3.62 -2.42 -3.97
H: 5.39 -3.89 -3.07
H: 5.40 -4.45 -0.65
C: -3.10 3.19 -2.58
S: -2.29 1.59 -2.81
C: -3.68 0.66 -3.51
H: -3.45 3.58 -3.53
H: -2.35 3.87 -2.18
H: -3.93 3.12 -1.88
H: -4.61 0.95 -3.03
H: -3.51 -0.40 -3.32
H: -3.77 0.82 -4.58

Atomic partial charges in e from the Löwdin method, atoms 1 to 8: 1.564 0.026 -0.237 -0.138 -0.065 -0.264 0.007 -0.242

---

[7]
# C18H58N8O11

A 11-piece molecular cluster, C18H58N8O11 overall (ωB97M-V with the def2-TZVPD basis set, OMol25).

HOMO energy: -7.71 eV
Energy above the lowest of the compared OMol25 structures with the same formula, charge and spin: 127.7 kcal/mol
Frontier orbital gap: 7.282 eV
Net charge: 0
SMILES string: NC(N)=O.NC(N)=O.NC(N)=O.NC(N)=O.CCO.CCO.CCO.CCO.CCO.CCO.CCO
Strongest force on any atom: 0.176 Eh/bohr

Positions of all 95 atoms, in Å:
N: -0.97 -1.95 -3.65
C: -0.32 -0.85 -3.88
N: 0.99 -0.79 -3.87
O: -1.13 0.25 -4.12
H: -2.03 -1.90 -3.66
H: -0.60 -2.91 -3.39
H: 1.51 0.01 -4.35
H: 1.54 -1.65 -3.73
N: -0.87 -1.62 -0.67
C: -0.99 -0.37 -0.17
N: -0.33 0.57 -0.79
O: -1.58 -0.08 1.09
H: -1.09 -2.37 0.02
H: -0.65 -1.85 -1.61
H: -0.12 1.41 -0.18
H: 0.22 0.37 -1.67
N: -3.32 2.20 0.14
C: -2.92 3.03 -0.82
N: -2.14 2.55 -1.74
O: -3.44 4.27 -0.95
H: -4.16 2.43 0.76
H: -2.66 1.48 0.43
H: -1.99 3.22 -2.49
H: -1.42 1.78 -1.65
N: 1.90 -2.14 -0.28
C: 2.38 -3.32 -0.12
N: 3.63 -3.33 0.06
O: 1.54 -4.49 -0.14
H: 0.88 -2.12 -0.44
H: 2.51 -1.20 -0.41
H: 4.14 -4.20 0.22
H: 4.30 -2.53 0.17
C: 1.39 4.28 1.07
C: 0.02 3.53 1.34
O: 0.19 2.14 1.18
H: 2.28 3.98 1.53
H: 1.24 5.41 1.22
H: 1.48 4.19 -0.05
H: -0.70 3.85 0.57
H: -0.35 3.88 2.29
H: 0.69 1.78 1.89
C: -2.34 -4.51 -1.78
C: -0.97 -5.25 -1.93
O: -0.09 -4.24 -2.40
H: -3.14 -5.10 -1.36
H: -2.61 -4.25 -2.77
H: -2.24 -3.63 -1.20
H: -1.02 -6.13 -2.64
H: -0.74 -5.65 -0.95
H: 0.76 -4.60 -2.18
C: -2.19 1.58 4.24
C: -3.51 1.60 3.51
O: -3.58 0.48 2.62
H: -1.31 1.70 3.56
H: -2.06 0.66 4.78
H: -2.05 2.31 4.98
H: -3.58 2.53 2.98
H: -4.44 1.61 4.05
H: -2.67 0.23 2.49
C: 1.14 -0.23 3.57
C: 2.09 0.79 4.05
O: 2.31 1.84 3.05
H: 0.78 -1.00 4.30
H: 1.55 -0.66 2.68
H: 0.21 0.22 3.15
H: 3.04 0.30 4.06
H: 1.87 1.17 5.05
H: 2.92 2.52 3.38
C: 2.62 1.01 -1.16
C: 3.35 0.55 0.12
O: 4.23 -0.54 -0.29
H: 3.32 1.52 -1.76
H: 1.87 1.77 -0.90
H: 2.17 0.17 -1.55
H: 2.69 0.11 0.87
H: 3.88 1.43 0.51
H: 5.05 -0.47 0.25
C: -1.24 -2.91 3.17
C: -0.17 -3.23 2.09
O: -0.88 -3.75 1.01
H: -2.03 -2.29 2.74
H: -0.95 -2.40 4.06
H: -1.80 -3.72 3.50
H: 0.66 -3.88 2.45
H: 0.38 -2.28 1.70
H: -0.26 -4.28 0.51
C: 0.58 3.01 -3.62
C: -0.40 3.68 -4.55
O: -1.33 4.43 -3.83
H: 1.42 2.76 -4.22
H: 0.20 2.14 -3.07
H: 1.02 3.67 -2.85
H: -0.88 2.91 -5.09
H: 0.14 4.33 -5.24
H: -0.77 4.99 -3.28

Atomic partial charges in e from the Löwdin method, atoms 1 to 8: 0.135 -0.643 0.160 -0.125 0.164 0.087 0.158 0.125